C24H56N7O8Pt as an isolated structure in a non-equilibrium geometry, computed with ωB97M-V/def2-TZVPD.

**Frontier orbital gap (spin up / spin down)**: 7.94 / 6.95 eV
**LUMO energy (spin up / spin down)**: 0.20 / -2.14 eV
**2S+1**: 4
**DFT total energy**: -2052.31054 Eh

Cartesian coordinates (Å):
1 Pt 13.690 -14.486 -21.232
2 C 16.054 -11.373 -21.932
3 C 16.574 -12.723 -22.343
4 C 18.052 -12.834 -21.827
5 O 15.741 -13.778 -21.988
6 H 15.043 -11.114 -22.245
7 H 16.782 -10.631 -22.262
8 H 16.004 -11.264 -20.849
9 H 16.811 -12.618 -23.402
10 H 18.553 -13.680 -22.298
11 H 18.045 -13.191 -20.797
12 H 18.569 -11.905 -22.068
13 C 13.586 -11.753 -19.386
14 O 13.409 -12.687 -20.151
15 N 14.526 -11.688 -18.402
16 C 14.391 -10.730 -17.254
17 C 15.618 -12.629 -18.302
18 H 12.996 -10.826 -19.451
19 H 14.776 -11.191 -16.345
20 H 13.391 -10.470 -16.907
21 H 14.863 -9.760 -17.408
22 H 15.690 -13.366 -19.102
23 H 16.608 -12.185 -18.196
24 H 15.530 -13.306 -17.452
25 C 17.650 -9.290 -18.905
26 O 17.106 -9.061 -17.801
27 N 18.606 -8.558 -19.409
28 C 19.182 -8.993 -20.720
29 C 18.932 -7.142 -19.048
30 H 17.373 -10.174 -19.500
31 H 20.260 -8.847 -20.650
32 H 18.713 -8.477 -21.558
33 H 19.066 -10.069 -20.849
34 H 19.020 -6.540 -19.953
35 H 18.150 -6.712 -18.423
36 H 19.839 -7.021 -18.455
37 C 23.019 -14.499 -20.753
38 O 22.480 -13.429 -20.793
39 N 22.282 -15.647 -21.091
40 C 22.985 -16.929 -20.950
41 C 20.965 -15.697 -21.556
42 H 24.039 -14.827 -20.496
43 H 24.048 -16.703 -20.867
44 H 22.849 -17.460 -21.892
45 H 22.709 -17.517 -20.074
46 H 20.930 -16.162 -22.541
47 H 20.261 -16.213 -20.902
48 H 20.606 -14.670 -21.618
49 C 12.110 -7.889 -19.896
50 O 11.278 -8.774 -19.809
51 N 13.196 -7.925 -20.604
52 C 14.299 -6.913 -20.567
53 C 13.471 -9.135 -21.366
54 H 12.016 -6.905 -19.411
55 H 15.306 -7.325 -20.627
56 H 14.274 -6.453 -19.579
57 H 14.251 -6.171 -21.363
58 H 12.586 -9.763 -21.459
59 H 13.863 -9.118 -22.383
60 H 14.276 -9.664 -20.855
61 C 15.274 -12.822 -26.241
62 O 15.546 -12.151 -27.235
63 N 15.114 -14.155 -26.241
64 C 14.903 -14.898 -25.005
65 C 14.993 -14.891 -27.466
66 H 15.170 -12.507 -25.191
67 H 15.744 -15.540 -24.744
68 H 13.978 -15.470 -24.936
69 H 14.803 -14.210 -24.165
70 H 15.243 -14.377 -28.395
71 H 15.563 -15.819 -27.417
72 H 13.932 -15.120 -27.565
73 C 18.867 -18.770 -21.749
74 O 18.974 -19.363 -20.642
75 N 18.159 -17.623 -21.878
76 C 17.749 -17.030 -23.125
77 C 17.576 -16.984 -20.695
78 H 19.220 -19.116 -22.733
79 H 18.107 -17.526 -24.027
80 H 17.970 -15.965 -23.193
81 H 16.672 -17.175 -23.201
82 H 16.496 -17.130 -20.678
83 H 18.045 -17.203 -19.736
84 H 17.832 -15.928 -20.772
85 C 19.659 -12.518 -27.992
86 O 20.633 -12.870 -28.675
87 N 19.783 -12.238 -26.670
88 C 18.702 -12.279 -25.704
89 C 21.035 -12.126 -25.945
90 H 18.591 -12.461 -28.253
91 H 17.779 -12.700 -26.102
92 H 18.505 -11.279 -25.317
93 H 18.974 -12.996 -24.929
94 H 21.804 -12.133 -26.718
95 H 21.111 -11.108 -25.563
96 H 21.265 -12.866 -25.178

Here are the Mulliken charges for atoms 1 to 4, given in e:
1. Pt 0.598
2. C -0.947
3. C 1.935
4. C -1.251